29
Properties=species:S:1:pos:R:3:lowdin_charge:R:1 method="wB97M-V/def2-TZVPD" e_tot_ha=-520.34521 homo_ev=-9.24 e_above_lowest_kcal_mol=86.9 homo_lumo_gap_ev=9.85
C 1.68924 -2.07833 -0.33150 -0.09
C 0.99209 -1.12534 -1.36135 -0.18
N 0.02390 -0.11685 -0.60114 -0.15
C 0.96854 0.95038 0.01080 -0.24
C 0.47843 1.30674 1.40239 -0.09
C -0.97927 0.53665 -1.47480 -0.14
C -2.39182 0.05788 -0.92521 -0.23
O -3.40381 1.00660 -0.61676 -0.04
H 2.69717 -2.39275 -0.57050 0.06
H 1.68870 -1.46921 0.58870 0.04
H 1.07508 -2.99567 0.13431 0.12
H 1.44508 -0.62689 -2.09741 0.06
H 0.28618 -1.85676 -1.79304 0.10
H 1.06548 1.84092 -0.59978 0.11
H 1.93128 0.52670 0.02396 0.04
H 0.38225 0.38194 2.06848 0.09
H -0.58238 1.74826 1.41707 0.09
H 1.14847 2.06397 1.77918 0.06
H -0.78153 1.49044 -1.60664 0.06
H -0.88314 0.03842 -2.47207 0.12
H -2.16355 -0.69189 -0.15933 0.08
H -2.85123 -0.66963 -1.67051 0.13
H -3.09510 1.47695 0.12177 0.04
O 4.46138 -0.45462 0.65447 -0.10
H 4.21634 0.33672 1.21011 0.06
H 3.67164 -0.20550 0.05650 0.03
O -2.23072 0.01553 2.46436 -0.13
H -3.07617 -0.22758 2.07050 0.02
H -1.49988 -0.37845 1.76810 0.09